[1]
The following is a DFT calculation (the ωB97M-V functional and the def2-TZVPD basis) of a cluster of 2 separate species, C2H7NS in total at a distorted geometry.

Geometry as XYZ:
```
11
Properties=species:S:1:pos:R:3:forces:R:3:mulliken_charge:R:1
C 1.307 -1.826 0.399 -1.959 -0.172 2.804 -0.905
C -0.471 1.476 -1.218 0.287 0.462 0.761 -0.466
N -1.764 1.707 0.934 0.060 -0.211 0.226 -0.534
S -2.008 1.517 -0.593 2.433 -0.091 0.114 0.220
H 2.063 -1.268 -0.050 0.898 1.332 -0.904 0.242
H 0.256 -1.553 0.126 1.046 0.418 0.206 0.174
H 1.392 -2.820 0.010 0.328 -0.865 0.442 0.294
H 0.430 1.435 -0.516 -1.701 0.033 -0.787 0.251
H 1.434 -1.705 1.575 -0.319 -0.695 -2.552 0.202
H -0.222 1.777 -2.239 -0.613 -0.341 0.165 0.294
H -2.418 1.261 1.571 -0.460 0.130 -0.476 0.227
```
Positions in Å, forces in eV/Å.

Values from the calculation:
HOMO ... -0.32053 Eh
Charge ... 0
Frontier orbital gap ... 8.5 eV

***

[2]
The following is a DFT calculation (the ωB97M-V functional and the def2-TZVPD basis) of an isolated molecule of C23H26N6O2 at a distorted geometry.

Geometry as XYZ:
```
57
Properties=species:S:1:pos:R:3:forces:R:3:mulliken_charge:R:1
C -5.354 -2.062 0.062 -0.217 -0.012 0.059 -0.995
C -6.155 -1.287 1.102 0.240 0.080 0.015 -0.554
C -5.588 0.107 1.376 -0.183 -0.048 -0.353 -0.232
C -5.747 1.076 0.200 -0.151 0.108 0.566 -0.791
O -4.896 0.800 -0.894 0.222 -0.033 -0.288 -0.505
C -3.565 1.048 -0.800 0.247 -0.033 -0.120 0.932
C -2.936 1.722 0.245 -0.407 -0.018 0.054 -0.287
C -1.569 1.916 0.219 0.254 -0.105 -0.338 -0.974
C -0.804 1.444 -0.842 -0.624 0.117 0.077 0.242
C 0.628 1.617 -0.846 0.949 0.351 0.294 0.351
N 1.446 1.177 -1.824 -0.436 -0.173 -0.294 -0.416
N 2.640 1.515 -1.485 0.603 0.213 -0.190 -0.764
N 2.560 2.137 -0.330 -0.879 -0.277 -0.510 1.290
C 3.681 2.672 0.375 0.907 0.249 0.542 -0.654
C 4.798 1.638 0.646 -0.470 0.346 -0.444 0.649
O 5.392 1.626 1.700 0.189 -0.002 0.465 -0.668
N 5.072 0.863 -0.412 0.150 -0.235 -0.368 -0.108
C 5.975 -0.264 -0.325 0.112 -0.072 0.366 -1.017
C 5.299 -1.479 0.336 0.041 0.156 -0.264 -0.973
C 3.941 -1.730 -0.235 0.187 -0.211 -0.140 0.186
C 3.630 -2.325 -1.423 0.351 0.085 0.204 -0.779
N 2.273 -2.364 -1.592 -0.267 -0.144 -0.356 0.034
C 1.674 -1.787 -0.512 0.000 0.201 0.505 -0.701
C 0.330 -1.612 -0.209 -0.068 -0.090 0.028 -0.805
C 0.020 -0.989 0.979 -0.082 -0.184 -0.039 -0.396
C 1.020 -0.535 1.844 0.004 0.045 0.204 -1.161
C 2.354 -0.713 1.555 -0.004 -0.020 -0.007 -0.117
C 2.698 -1.360 0.368 -0.314 -0.149 -0.311 1.609
N 1.328 2.229 0.109 -0.580 0.054 0.119 -0.955
C -1.435 0.783 -1.897 0.090 0.166 0.221 -0.580
C -2.795 0.588 -1.874 -0.265 -0.018 0.117 -0.613
H -5.379 -1.554 -0.898 0.056 -0.039 -0.100 0.248
H -4.316 -2.156 0.374 0.139 -0.023 -0.014 0.195
H -5.767 -3.060 -0.063 0.028 -0.117 -0.043 0.390
H -6.157 -1.846 2.041 -0.096 -0.005 -0.011 0.327
H -7.192 -1.194 0.770 -0.079 -0.016 0.071 0.320
H -6.108 0.541 2.233 0.062 0.075 0.033 0.379
H -4.530 0.018 1.631 0.021 0.062 0.110 0.177
H -5.604 2.110 0.539 -0.031 -0.067 -0.103 0.357
H -6.756 0.991 -0.216 0.086 0.069 0.075 0.407
H -3.500 2.101 1.083 -0.075 -0.003 0.057 0.403
H -1.077 2.429 1.030 0.018 0.052 0.110 0.468
H 4.124 3.489 -0.206 -0.113 -0.061 0.089 0.273
H 3.319 3.061 1.328 0.061 -0.130 -0.207 0.336
H 4.412 0.866 -1.184 0.172 0.033 0.172 0.429
H 6.841 0.041 0.268 0.014 -0.047 -0.155 0.440
H 6.295 -0.509 -1.339 0.023 0.012 0.067 0.420
H 5.941 -2.352 0.200 0.040 -0.003 0.115 0.454
H 5.203 -1.284 1.404 0.080 -0.056 0.034 0.379
H 4.285 -2.740 -2.166 0.104 -0.092 -0.132 0.463
H 1.794 -2.734 -2.395 0.061 0.047 0.088 0.179
H -0.443 -1.945 -0.886 -0.113 -0.025 -0.054 0.398
H -1.015 -0.835 1.245 -0.102 0.016 -0.010 0.494
H 0.734 -0.034 2.757 -0.013 0.051 0.091 0.405
H 3.118 -0.356 2.230 0.091 0.034 0.103 0.433
H -0.837 0.427 -2.721 0.026 -0.059 -0.105 0.520
H -3.300 0.077 -2.679 -0.058 -0.055 -0.095 0.452
```
Positions in Å, forces in eV/Å.

Values from the calculation:
HOMO ... -0.28512 Eh
Charge ... 0
Structure (SMILES) ... CCCCOc1ccc(-c2nnn(CC(=O)NCCc3c[nH]c4ccccc34)n2)cc1
Frontier orbital gap ... 8.5 eV

***

[3]
The following is a DFT calculation (the ωB97M-V functional and the def2-TZVPD basis) of a structure of composition C23H42CaCl3N4O3Si at a distorted geometry.

Geometry as XYZ:
```
77
Properties=species:S:1:pos:R:3:forces:R:3:mulliken_charge:R:1
C 2.284 1.742 -2.981 0.093 0.245 0.139 -1.371
C 2.727 0.508 -2.259 -0.037 -0.909 0.565 0.036
H 3.129 2.208 -3.494 -0.252 0.090 -0.029 0.481
H 1.848 2.463 -2.274 0.057 -0.199 -0.233 -0.022
H 1.511 1.500 -3.723 0.108 0.009 0.215 0.295
C 3.996 0.128 -2.119 0.320 -0.281 -0.251 0.347
C 5.189 0.886 -2.627 0.251 0.006 0.056 -1.516
H 4.239 -0.857 -1.679 -0.287 0.630 -0.057 0.311
H 4.962 1.940 -2.824 0.133 -0.272 0.006 0.400
H 5.575 0.426 -3.550 0.054 0.181 0.157 0.231
H 5.992 0.853 -1.876 -0.066 0.044 -0.231 0.328
Ca -1.135 0.671 0.158 1.374 -0.259 0.001 0.912
Cl -1.596 -0.537 -2.153 -0.621 -0.134 -0.124 -0.676
Cl -2.417 3.206 1.496 0.060 -1.098 0.872 -0.434
C -0.959 -2.721 0.339 -0.060 1.355 0.307 0.116
O -0.934 -1.708 1.071 -0.151 -1.416 -0.823 -0.541
N -0.533 -3.937 0.721 -0.017 -0.259 0.098 0.449
C -0.088 -4.199 2.078 0.059 0.008 -0.299 -1.002
C -0.494 -5.065 -0.197 -0.122 0.007 -0.137 -1.011
H -1.357 -2.660 -0.699 0.336 0.021 0.403 0.238
H -0.251 -3.312 2.688 0.031 -0.021 -0.064 0.263
H 0.972 -4.469 2.078 -0.032 0.102 0.038 0.252
H -0.652 -5.045 2.479 -0.037 0.026 0.084 0.350
H -0.719 -4.723 -1.220 0.114 -0.119 0.445 0.294
H -1.226 -5.837 0.101 0.167 0.235 -0.092 0.333
H 0.508 -5.524 -0.192 -0.292 0.259 -0.048 0.322
H 2.411 2.395 0.363 -0.233 -0.042 0.244 0.166
H 4.068 0.226 1.045 -0.208 0.182 0.271 0.186
C 2.192 2.427 1.439 0.124 0.016 -0.447 -0.931
C 3.770 0.609 2.038 -0.153 -0.038 -0.071 -0.801
N 2.405 1.116 2.023 -0.136 -0.182 0.647 0.356
H 1.147 2.712 1.593 0.330 0.019 -0.101 0.284
C 1.353 0.402 2.463 -0.792 0.566 -0.853 0.177
O 0.162 0.733 2.286 1.346 -0.441 0.562 -0.666
H 3.860 -0.204 2.773 -0.007 0.222 -0.182 0.319
H 1.634 -0.527 3.004 -0.138 0.253 -0.223 0.257
H 2.873 3.142 1.921 -0.176 -0.065 0.037 0.385
H 4.456 1.428 2.304 -0.197 -0.276 0.049 0.307
O 1.115 0.431 -0.543 -0.568 0.509 1.857 0.367
C 1.592 -0.275 -1.573 -0.551 -0.412 -1.207 -0.530
C 2.498 -2.144 -0.060 0.026 -0.610 -0.202 0.939
C 1.962 -1.751 -1.289 0.065 1.206 0.290 0.264
H 2.504 -1.432 0.775 0.034 -0.277 -0.470 -0.210
C 3.004 -3.448 0.071 0.025 0.300 0.360 -0.678
H 0.775 -0.342 -2.309 0.318 -0.308 -0.505 0.144
C 1.797 -2.671 -2.315 0.244 -0.407 0.115 -0.201
H 3.449 -3.764 1.030 -0.177 0.126 -0.555 0.383
C 2.967 -4.332 -1.009 -0.036 -0.399 -0.068 -0.693
C 2.318 -3.958 -2.193 0.053 0.178 0.196 -0.706
H 1.260 -2.345 -3.203 0.191 -0.090 0.014 0.423
H 3.418 -5.335 -0.926 -0.292 0.557 0.011 0.301
H 2.231 -4.653 -3.025 0.039 -0.005 0.149 0.347
Si -2.012 4.477 -0.258 -1.246 2.738 -1.259 0.946
Cl -0.405 3.198 -0.930 -0.062 0.720 0.074 -0.299
C -1.876 5.995 1.004 0.466 -0.306 0.801 -1.260
C -3.550 3.806 -1.213 0.068 -0.618 0.400 -1.030
C -2.015 5.971 -1.528 1.089 -0.186 -1.247 -1.638
H -1.149 5.832 1.809 -0.230 -0.182 0.145 0.298
H -2.853 6.152 1.470 -0.070 -0.243 0.166 0.315
H -1.607 6.962 0.558 -0.063 -0.452 -0.063 0.340
H -1.247 6.735 -1.338 -0.092 -0.207 -0.173 0.371
H -2.992 6.472 -1.420 0.184 -0.244 0.063 0.348
H -1.903 5.657 -2.570 -0.162 0.105 -0.236 0.345
H -3.691 2.722 -1.110 -0.058 0.137 0.130 0.232
H -3.448 4.012 -2.285 0.034 0.082 0.227 0.294
H -4.461 4.299 -0.850 0.082 -0.038 -0.004 0.318
C -6.448 -1.507 1.316 0.069 0.205 -0.381 -0.841
N -5.141 -1.317 1.934 -0.728 -0.664 0.659 0.022
C -4.812 -2.050 3.157 0.439 0.031 0.166 -0.733
C -4.234 -0.553 1.389 2.296 1.912 -1.338 0.078
N -3.397 0.132 0.927 -2.135 -1.680 1.100 -0.397
H -7.056 -2.091 2.006 -0.010 0.119 -0.161 0.271
H -6.363 -2.042 0.362 -0.061 0.066 0.173 0.316
H -6.927 -0.538 1.134 0.034 -0.204 0.034 0.321
H -3.995 -2.773 2.983 -0.353 0.237 0.074 0.229
H -4.496 -1.352 3.949 -0.121 -0.271 -0.247 0.298
H -5.714 -2.581 3.481 0.318 0.111 -0.020 0.281
```
Positions in Å, forces in eV/Å.

Values from the calculation:
HOMO ... -0.16216 Eh
Charge ... -1
Frontier orbital gap ... 6.5 eV